Record 1
Formula: C81H69BrCaN6O2P2S2
Source: OMol25
Level of theory: ωB97M-V with the def2-TZVPD basis set

```
! wB97M-V def2-TZVPD RIJCOSX def2/J DEFGRID3
* xyz 2 1
Ca -0.361 -0.352 0.701
C 1.634 -2.863 2.794
C 1.845 -3.024 1.320
C 2.885 -3.843 0.877
C 3.036 -4.069 -0.475
C 2.116 -3.509 -1.348
C 1.104 -2.711 -0.836
N 0.998 -2.442 0.473
C 0.066 -2.181 -1.746
C -0.361 -2.956 -2.818
C -1.251 -2.399 -3.718
C -1.666 -1.093 -3.537
C -1.242 -0.399 -2.407
N -0.420 -0.961 -1.511
C -1.546 1.044 -2.260
C -2.596 1.643 -2.947
C -2.669 3.028 -2.960
C -1.689 3.758 -2.318
C -0.690 3.085 -1.614
C 0.431 3.853 -0.981
N -0.650 1.752 -1.558
H 1.272 -3.811 3.196
H 0.913 -2.079 3.007
H 2.581 -2.641 3.283
H 3.559 -4.290 1.594
H 3.828 -4.700 -0.855
H 2.181 -3.693 -2.410
H -0.023 -3.976 -2.929
H -1.577 -2.963 -4.582
H -2.305 -0.626 -4.269
H -3.326 1.061 -3.492
H -3.461 3.526 -3.503
H -1.699 4.839 -2.344
H 0.063 4.750 -0.491
H 0.969 3.241 -0.261
H 1.129 4.165 -1.759
O 1.195 0.245 1.935
S 2.056 1.013 0.937
C 2.811 2.268 1.990
C 4.183 2.371 2.062
C 4.843 3.307 2.871
C 4.081 4.173 3.600
C 4.467 5.236 4.586
C 3.146 5.966 4.911
C 2.080 5.107 4.294
C 0.719 5.151 4.385
C -0.014 4.204 3.661
C 0.537 3.260 2.803
P -0.747 2.233 1.954
C -1.886 3.477 1.225
C -1.746 4.862 1.260
C -2.721 5.676 0.700
C -3.833 5.118 0.089
C -3.968 3.739 0.024
C -2.991 2.926 0.573
C -1.710 1.845 3.482
C -0.987 1.279 4.537
C -1.601 1.006 5.747
C -2.955 1.270 5.909
C -3.687 1.793 4.856
C -3.072 2.079 3.644
C 1.962 3.171 2.709
C 2.674 4.106 3.501
C 3.468 -0.112 0.743
C 3.882 -0.592 1.969
C 4.970 -1.445 2.152
C 5.696 -1.798 1.056
C 6.943 -2.625 0.936
C 7.322 -2.554 -0.557
C 6.241 -1.730 -1.193
C 6.089 -1.305 -2.475
C 4.977 -0.515 -2.777
C 4.011 -0.137 -1.864
P 2.615 0.853 -2.516
C 2.375 0.148 -4.190
C 1.671 0.933 -5.110
C 1.316 0.429 -6.349
C 1.622 -0.884 -6.677
C 2.281 -1.685 -5.758
C 2.646 -1.179 -4.520
C 3.631 2.367 -2.830
C 4.192 2.913 -1.674
C 4.888 4.106 -1.702
C 5.022 4.792 -2.902
C 4.482 4.255 -4.059
C 3.795 3.046 -4.032
C 4.172 -0.495 -0.474
C 5.308 -1.323 -0.214
H 4.797 1.691 1.489
H 5.924 3.316 2.899
H 5.240 5.901 4.205
H 4.867 4.753 5.480
H 3.116 6.962 4.463
H 2.999 6.098 5.982
H 0.206 5.885 4.992
H -1.088 4.219 3.784
H -0.886 5.319 1.727
H -2.604 6.751 0.746
H -4.593 5.756 -0.340
H -4.828 3.299 -0.463
H -3.083 1.846 0.512
H 0.068 1.070 4.398
H -1.023 0.589 6.561
H -3.435 1.084 6.859
H -4.743 1.991 4.977
H -3.657 2.512 2.847
H 3.338 -0.254 2.843
H 5.242 -1.776 3.145
H 6.752 -3.652 1.255
H 7.734 -2.225 1.571
H 7.396 -3.543 -1.012
H 8.291 -2.073 -0.697
H 6.802 -1.546 -3.252
H 4.869 -0.167 -3.796
H 1.397 1.947 -4.845
H 0.789 1.059 -7.054
H 1.336 -1.287 -7.639
H 2.502 -2.716 -6.004
H 3.152 -1.820 -3.809
H 4.084 2.381 -0.739
H 5.314 4.500 -0.788
H 5.549 5.735 -2.935
H 4.591 4.787 -4.995
H 3.410 2.647 -4.960
Br -1.558 -4.314 0.530
C -1.727 -3.533 2.254
C -1.957 -4.371 3.332
C -2.222 -3.787 4.560
C -2.251 -2.403 4.642
C -1.981 -1.663 3.504
N -1.694 -2.214 2.321
H -1.945 -5.442 3.198
H -2.435 -4.408 5.419
H -2.486 -1.898 5.568
H -2.019 -0.584 3.521
C -6.353 -5.510 0.646
C -5.369 -4.703 1.488
C -5.500 -3.199 1.283
N -5.190 -2.802 -0.084
C -4.588 -1.666 -0.408
S -3.821 -0.678 0.711
N -4.579 -1.221 -1.718
C -5.007 -1.682 -2.966
O -4.722 -0.997 -3.924
C -5.715 -2.983 -3.118
C -5.155 -3.896 -4.009
C -5.775 -5.109 -4.249
C -6.978 -5.410 -3.627
C -7.569 -4.481 -2.784
C -6.945 -3.270 -2.523
H -6.333 -6.554 0.952
H -6.111 -5.470 -0.417
H -7.369 -5.139 0.789
H -4.348 -5.018 1.266
H -5.559 -4.895 2.546
H -4.829 -2.652 1.944
H -6.527 -2.892 1.511
H -5.637 -3.338 -0.814
H -4.114 -0.324 -1.799
H -4.233 -3.637 -4.511
H -5.325 -5.810 -4.938
H -7.465 -6.356 -3.816
H -8.527 -4.699 -2.331
H -7.438 -2.534 -1.899
*
```

Calculated values
LUMO energy: -4.26 eV
HOMO level: -11.75 eV

=====

Record 2
Formula: C82H182N10O6
Source: OMol25
Level of theory: ωB97M-V with the def2-TZVPD basis set

```
! wB97M-V def2-TZVPD RIJCOSX def2/J DEFGRID3
* xyz 8 1
C -2.900 2.052 8.160
C -3.926 2.587 7.075
C -4.531 1.354 6.340
N -5.300 1.695 5.071
C -6.341 2.781 5.384
C -4.354 2.332 4.026
C -5.051 2.127 2.678
C -5.680 0.782 2.838
C -5.867 0.468 4.351
H -2.462 1.075 7.975
H -3.491 2.134 9.071
H -2.125 2.809 8.288
H -3.446 3.069 6.217
H -4.641 3.318 7.444
H -5.244 0.821 6.969
H -3.739 0.678 6.020
H -6.810 2.580 6.347
H -7.148 2.820 4.655
H -5.873 3.754 5.505
H -4.279 3.415 4.117
H -3.389 1.855 4.196
H -5.747 2.922 2.424
H -4.252 2.087 1.936
H -6.564 0.862 2.208
H -4.977 0.004 2.547
H -6.861 0.151 4.652
H -5.073 -0.247 4.557
C 3.241 5.193 -0.351
C 3.653 4.740 1.033
C 5.064 4.186 1.091
N 5.668 4.026 2.508
C 4.798 3.142 3.399
C 6.096 5.349 3.166
C 7.561 5.591 2.678
C 7.984 4.270 2.019
C 6.971 3.223 2.327
H 2.376 5.848 -0.242
H 3.031 4.436 -1.108
H 4.002 5.849 -0.778
H 3.012 4.086 1.629
H 3.662 5.691 1.576
H 5.694 4.952 0.637
H 5.232 3.221 0.615
H 3.857 3.660 3.601
H 5.247 2.891 4.356
H 4.498 2.239 2.867
H 6.126 4.946 4.180
H 5.332 6.123 3.189
H 8.105 5.615 3.620
H 7.765 6.421 2.010
H 8.967 4.054 2.433
H 8.073 4.455 0.948
H 7.235 2.847 3.313
H 6.891 2.529 1.496
C -3.913 -1.957 0.773
C -2.882 -2.793 1.515
C -2.965 -4.325 1.079
N -1.895 -5.308 1.606
C -1.903 -6.602 0.801
C -2.088 -5.538 3.114
C -0.819 -5.089 3.849
C -0.269 -4.128 2.837
C -0.462 -4.740 1.471
H -4.883 -2.060 1.260
H -4.015 -2.279 -0.261
H -3.528 -0.965 1.008
H -3.106 -2.734 2.582
H -1.847 -2.476 1.396
H -2.750 -4.429 0.013
H -3.935 -4.796 1.234
H -1.109 -7.264 1.142
H -1.917 -6.486 -0.279
H -2.781 -7.126 1.183
H -2.331 -6.582 3.308
H -2.982 -5.011 3.449
H -0.286 -6.043 3.841
H -0.903 -4.672 4.847
H 0.771 -3.820 2.983
H -0.783 -3.192 3.069
H 0.167 -5.617 1.329
H -0.236 -4.050 0.659
C 10.430 -4.739 -2.233
C 9.017 -4.173 -2.105
C 8.216 -4.639 -0.871
N 6.751 -4.170 -0.820
C 6.645 -2.638 -0.824
C 5.952 -4.871 -1.925
C 4.527 -4.658 -1.529
C 4.540 -4.854 -0.022
C 6.048 -4.742 0.397
H 10.770 -4.436 -3.220
H 10.305 -5.820 -2.308
H 10.998 -4.471 -1.346
H 8.375 -4.579 -2.893
H 8.960 -3.085 -2.152
H 8.659 -4.270 0.057
H 8.079 -5.707 -0.696
H 6.774 -2.477 -1.895
H 7.430 -2.176 -0.235
H 5.607 -2.384 -0.629
H 6.257 -4.572 -2.926
H 6.209 -5.931 -1.897
H 4.096 -3.709 -1.849
H 3.928 -5.467 -1.950
H 3.901 -4.149 0.508
H 4.225 -5.879 0.171
H 6.322 -4.118 1.245
H 6.483 -5.732 0.524
C -2.245 -3.821 -5.336
C -3.126 -5.030 -4.966
C -3.566 -5.892 -6.160
N -4.123 -7.286 -5.767
C -2.990 -8.182 -5.285
C -4.795 -8.066 -6.977
C -5.941 -8.866 -6.324
C -6.161 -8.397 -4.905
C -5.288 -7.142 -4.786
H -1.404 -4.176 -5.939
H -1.906 -3.216 -4.500
H -2.733 -3.224 -6.110
H -4.024 -4.683 -4.446
H -2.677 -5.678 -4.208
H -2.685 -6.039 -6.784
H -4.380 -5.457 -6.736
H -2.723 -7.959 -4.253
H -2.222 -8.071 -6.045
H -3.318 -9.219 -5.213
H -4.072 -8.637 -7.556
H -5.211 -7.305 -7.636
H -5.810 -9.945 -6.381
H -6.837 -8.668 -6.913
H -5.975 -9.195 -4.184
H -7.198 -8.156 -4.672
H -4.886 -6.792 -3.832
H -5.848 -6.238 -5.039
C -1.931 6.016 6.854
C -1.419 6.681 5.634
C -2.464 7.228 4.663
N -1.832 7.739 3.345
C -0.633 8.644 3.558
C -1.576 6.584 2.339
C -2.916 6.036 1.935
C -3.774 7.322 1.891
C -2.959 8.406 2.547
H -2.536 6.700 7.456
H -1.090 5.891 7.539
H -2.565 5.138 6.717
H -0.692 6.060 5.103
H -0.951 7.620 5.941
H -3.102 8.029 5.034
H -3.158 6.410 4.454
H -0.507 9.273 2.681
H 0.181 8.010 3.891
H -0.997 9.311 4.340
H -1.006 7.117 1.578
H -0.923 5.850 2.814
H -2.976 5.643 0.922
H -3.368 5.395 2.691
H -3.776 7.574 0.834
H -4.712 7.181 2.420
H -2.575 9.142 1.840
H -3.453 9.035 3.289
C -1.021 3.047 1.567
C -0.192 2.128 0.650
C 0.883 1.427 1.469
N 1.418 0.188 0.733
C 2.331 -0.449 1.786
C 2.360 0.572 -0.425
C 2.124 -0.431 -1.549
C 0.648 -0.679 -1.427
C 0.449 -0.866 0.062
H -0.423 3.836 2.025
H -1.558 2.434 2.295
H -1.827 3.560 1.038
H 0.428 2.729 -0.025
H -0.830 1.641 -0.091
H 0.457 1.064 2.409
H 1.574 2.192 1.821
H 1.728 -0.978 2.524
H 3.171 0.151 2.124
H 2.802 -1.308 1.298
H 3.416 0.539 -0.146
H 2.203 1.596 -0.766
H 2.789 -1.268 -1.320
H 2.449 -0.075 -2.526
H 0.346 -1.565 -1.993
H 0.052 0.098 -1.906
H 0.715 -1.836 0.473
H -0.595 -0.587 0.210
C 4.504 1.673 -5.853
C 3.804 0.767 -6.873
C 2.778 1.527 -7.728
N 1.963 0.651 -8.629
C 0.880 0.021 -7.812
C 2.865 -0.305 -9.376
C 2.165 -0.749 -10.655
C 1.180 0.415 -10.924
C 1.322 1.463 -9.799
H 3.776 2.087 -5.148
H 5.210 2.386 -6.266
H 5.002 0.984 -5.164
H 3.436 -0.137 -6.386
H 4.683 0.486 -7.457
H 3.250 2.335 -8.287
H 2.037 2.058 -7.127
H 1.273 -0.638 -7.042
H 0.366 -0.514 -8.615
H 0.098 0.643 -7.383
H 3.145 -1.095 -8.676
H 3.834 0.166 -9.532
H 1.616 -1.685 -10.730
H 2.987 -0.857 -11.362
H 0.155 0.047 -10.896
H 1.296 0.916 -11.884
H 0.352 1.826 -9.469
H 1.979 2.291 -10.055
C -2.110 -0.259 -6.102
C -3.241 -0.322 -5.063
C -4.609 -0.086 -5.764
N -5.857 -0.729 -5.113
C -6.203 0.107 -3.876
C -7.045 -0.501 -6.028
C -6.914 -1.705 -6.990
C -6.024 -2.787 -6.291
C -5.756 -2.205 -4.894
H -2.050 0.798 -6.359
H -2.166 -1.062 -6.829
H -1.324 -0.466 -5.368
H -3.239 0.218 -4.112
H -3.093 -1.314 -4.621
H -4.532 -0.319 -6.825
H -4.788 0.986 -5.704
H -6.154 1.123 -4.268
H -5.437 0.129 -3.099
H -7.180 -0.069 -3.436
H -8.003 -0.566 -5.517
H -6.928 0.482 -6.479
H -7.916 -2.077 -7.195
H -6.529 -1.374 -7.953
H -6.700 -3.621 -6.106
H -5.177 -3.009 -6.935
H -6.575 -2.445 -4.219
H -4.790 -2.480 -4.476
C 1.719 -1.700 6.680
C 1.865 -0.221 6.280
C 1.684 0.675 7.501
N 1.703 2.202 7.166
C 0.649 2.462 6.115
C 3.076 2.720 6.768
C 3.778 2.875 8.113
C 2.675 3.014 9.164
C 1.372 2.944 8.462
H 1.951 -2.464 5.939
H 0.788 -2.016 7.152
H 2.492 -1.789 7.448
H 1.197 0.119 5.483
H 2.857 -0.128 5.833
H 2.543 0.456 8.136
H 0.768 0.385 8.011
H 1.113 2.129 5.187
H 0.515 3.543 6.100
H -0.314 1.962 6.181
H 2.853 3.713 6.380
H 3.480 1.943 6.123
H 4.478 3.715 8.146
H 4.573 2.216 8.472
H 2.743 3.977 9.674
H 2.790 2.304 9.983
H 1.065 3.915 8.062
H 0.500 2.566 8.992
O -5.658 1.728 -0.584
C -4.463 2.304 -0.810
O -4.164 3.443 -0.462
O -3.624 1.375 -1.204
H -5.008 1.017 -0.901
O 5.268 -0.929 2.782
C 6.216 -0.244 2.018
O 7.219 0.192 2.623
O 5.919 -0.008 0.828
H 5.800 -0.797 3.593
*
```

Calculated values
LUMO energy: -13.46 eV
HOMO level: -20.26 eV